Model 1:
The molecule C7H10O. Source: the Open Molecules 2025 dataset; level of theory: ωB97M-V/def2-TZVPD.

Its orbital gap is 6.28 eV. The calculation puts the lowest unoccupied orbital energy at -1.337 eV. Its charge is 0.

Geometry (Å):
O  -0.213  2.362  -2.742
C  -0.087  1.306  -2.178
C  -0.923  0.952  -0.983
C  -1.085  -0.531  -0.568
C  0.214  -1.235  -0.292
C  0.611  -1.171  1.102
C  0.315  -0.277  2.540
C  1.461  -0.031  1.663
H  0.654  0.588  -2.590
H  -1.913  1.353  -1.252
H  -0.492  1.498  -0.138
H  -1.764  -0.911  -1.362
H  -1.702  -0.501  0.330
H  0.510  -2.183  -0.729
H  0.952  -2.187  1.300
H  -0.351  0.540  2.819
H  1.442  0.816  0.960
H  2.370  -0.388  2.120

Model 2:
A structure of composition C7H10O. Source: the Open Molecules 2025 dataset; level of theory: ωB97M-V/def2-TZVPD.

Its orbital gap is 8.73 eV. The calculation puts the lowest unoccupied orbital energy at 0.856 eV. Its charge is 0.

Geometry (Å):
C  1.556  1.055  -0.240
C  0.831  -0.278  -0.245
C  1.943  -1.417  0.066
C  -0.421  -0.248  -0.220
C  -1.322  0.905  -0.027
C  -2.578  0.275  0.134
C  -2.506  -0.961  -0.184
H  2.139  0.935  0.735
H  1.066  1.908  0.086
H  2.295  1.321  -0.941
H  1.604  -2.612  0.620
H  2.724  -1.421  -0.685
H  2.808  -0.730  1.022
H  -1.101  1.588  -0.958
H  -0.965  1.686  0.716
H  -3.376  0.794  0.514
H  -3.499  -1.455  -0.125
O  -1.196  -1.345  -0.268

Here are the energies relative to the best structure, in kcal/mol: model 1 27.8; model 2 0.0.

Model 1:
A cluster of 2 separate species, C7H10O in total. Source: the Open Molecules 2025 dataset; level of theory: ωB97M-V/def2-TZVPD.

Its orbital gap is 9.86 eV. The calculation puts the lowest unoccupied orbital energy at 0.807 eV. Its charge is 0.

Geometry (Å):
C  0.534  0.805  0.220
C  -3.427  -0.272  -0.122
C  0.002  1.888  0.640
C  -2.921  0.139  1.002
C  1.152  -0.206  -0.278
C  2.723  0.033  -0.408
C  0.646  -1.541  -0.727
O  -3.879  -0.694  -1.115
H  -0.101  2.011  1.764
H  -0.490  2.651  0.029
H  -3.034  0.975  1.585
H  -2.359  -0.613  1.445
H  3.399  -0.843  -0.426
H  3.041  0.757  0.436
H  3.068  0.722  -1.293
H  1.425  -2.054  -1.429
H  -0.279  -1.562  -1.384
H  0.501  -2.197  0.061

Model 2:
The molecule C7H10O. Source: the Open Molecules 2025 dataset; level of theory: ωB97M-V/def2-TZVPD.

Its orbital gap is 10.38 eV. The calculation puts the lowest unoccupied orbital energy at 1.150 eV. Its charge is 0.

Geometry (Å):
C  0.888  1.501  0.512
C  -0.480  1.644  -0.293
C  -1.204  0.289  -0.167
C  -0.737  -1.226  -0.309
C  0.698  -1.854  -0.553
C  0.873  -0.060  0.448
C  -0.527  -0.410  0.888
H  0.839  1.900  1.542
H  1.769  1.935  0.054
H  -0.309  1.866  -1.303
H  -1.162  2.433  0.038
H  -2.283  0.294  -0.144
H  -1.581  -1.888  -0.392
H  0.651  -2.910  -0.312
H  0.997  -1.719  -1.605
H  0.706  0.118  -0.693
H  -0.780  -0.676  1.938
O  1.639  -1.237  0.348

Here are the energies relative to the best structure, in kcal/mol: model 1 0.0; model 2 30.6.

Model 1:
A cluster of 2 separate species, C4H12NO2 in total. Source: the Open Molecules 2025 dataset; level of theory: ωB97M-V/def2-TZVPD.

Its orbital gap is 6.61 eV. The calculation puts the lowest unoccupied orbital energy at 4.012 eV. Its charge is -1.

Geometry (Å):
C  -0.259  -1.987  0.292
O  -0.486  -1.916  1.607
C  -0.049  -0.420  -0.309
C  0.519  -0.331  -1.733
C  0.397  1.126  -2.250
N  0.751  0.250  0.717
H  -1.130  -2.448  -0.184
H  0.698  -2.519  0.015
H  -1.069  -0.043  -0.227
H  -0.153  -0.967  -2.331
H  1.473  -0.846  -1.795
H  0.354  1.938  -1.563
H  1.209  1.352  -2.961
H  -0.586  1.194  -2.687
H  1.677  -0.225  0.909
H  0.428  -0.090  1.640
H  -0.683  1.841  1.081
H  -0.165  2.717  2.213
O  -0.824  2.697  1.518

Model 2:
A cluster of 2 separate species, C4H12NO2 in total. Source: the Open Molecules 2025 dataset; level of theory: ωB97M-V/def2-TZVPD.

Its orbital gap is 7.50 eV. The calculation puts the lowest unoccupied orbital energy at 3.876 eV. Its charge is -1.

Geometry (Å):
C  -0.627  -1.245  -1.235
N  0.292  -0.998  -0.107
C  -1.644  -0.147  1.086
C  -0.103  -0.069  0.926
C  0.390  1.382  0.619
O  1.736  1.608  0.697
H  -1.515  -1.648  -0.737
H  -0.956  -0.340  -1.792
H  -0.282  -2.015  -1.902
H  1.162  -0.596  -0.565
H  -2.112  0.474  1.961
H  -1.991  -1.181  1.451
H  -2.049  0.171  0.144
H  0.433  -0.313  1.896
H  -0.160  2.042  1.300
H  0.067  1.618  -0.408
H  2.082  1.138  -0.125
H  2.542  0.004  -2.063
O  2.734  0.115  -1.144

Model 3:
A cluster of 2 separate species, C4H12NO2 in total. Source: the Open Molecules 2025 dataset; level of theory: ωB97M-V/def2-TZVPD.

Its orbital gap is 7.25 eV. The calculation puts the lowest unoccupied orbital energy at 4.141 eV. Its charge is -1.

Geometry (Å):
C  0.312  1.586  0.652
O  -0.960  1.436  0.390
C  1.403  0.449  0.173
C  0.843  -0.946  0.383
C  0.531  -1.603  -0.931
N  -0.590  -1.034  -1.766
H  0.553  2.623  0.349
H  0.507  1.559  1.818
H  1.654  0.602  -0.855
H  2.410  0.698  0.675
H  1.667  -1.549  0.892
H  -0.005  -0.935  0.987
H  0.461  -2.585  -0.676
H  1.487  -1.573  -1.524
H  -0.227  -0.084  -1.962
H  -1.434  -0.963  -1.292
H  -2.189  0.792  1.344
H  -3.232  0.864  0.143
O  -3.192  0.663  1.199

Model 4:
A cluster of 2 separate species, C4H12NO2 in total. Source: the Open Molecules 2025 dataset; level of theory: ωB97M-V/def2-TZVPD.

Its orbital gap is 6.81 eV. The calculation puts the lowest unoccupied orbital energy at 4.033 eV. Its charge is -1.

Geometry (Å):
C  1.075  -1.260  0.369
C  -0.299  -0.609  0.586
C  -1.383  -1.383  -0.200
N  -0.177  0.839  0.288
C  -0.750  1.340  -1.055
O  -2.077  1.199  -1.149
H  1.289  -1.358  -0.698
H  1.076  -2.325  0.650
H  1.844  -0.708  0.898
H  -0.495  -0.633  1.647
H  -1.221  -1.217  -1.261
H  -2.383  -1.049  0.062
H  -1.275  -2.430  0.104
H  -0.742  1.348  0.965
H  -0.215  0.674  -1.773
H  -0.514  2.422  -1.052
H  2.709  1.768  0.080
H  1.291  1.572  0.615
O  2.246  1.810  0.921

Here are the energies relative to the best structure, in kcal/mol: model 1 12.8; model 2 7.0; model 3 20.3; model 4 0.0.

Model 1:
A cluster of 2 separate species, C5H13N2 in total. Source: the Open Molecules 2025 dataset; level of theory: ωB97M-V/def2-TZVPD.

Its orbital gap is 9.35 eV. The calculation puts the lowest unoccupied orbital energy at -3.307 eV. Its charge is +1.

Geometry (Å):
C  -1.073  0.183  0.068
C  1.278  0.377  -0.151
C  -1.103  -1.008  -0.867
C  -1.386  0.073  1.492
C  1.927  -0.933  -0.342
N  2.014  1.458  -0.042
N  -1.488  1.371  -0.422
H  -0.685  -0.956  -1.802
H  -2.193  -1.165  -0.997
H  -0.712  -1.926  -0.391
H  -2.201  -0.611  1.650
H  -1.719  1.049  1.981
H  -0.528  -0.263  2.141
H  2.430  -0.896  -1.312
H  1.137  -1.760  -0.208
H  2.677  -0.926  0.432
H  3.006  1.393  -0.414
H  1.490  2.278  0.109
H  -1.722  1.356  -1.403
H  -2.029  2.009  0.101

Model 2:
The ion C5H13N2 with charge +1. Source: the Open Molecules 2025 dataset; level of theory: ωB97M-V/def2-TZVPD.

Its orbital gap is 10.43 eV. The calculation puts the lowest unoccupied orbital energy at -3.063 eV. Its charge is +1.

Geometry (Å):
C  1.517  -0.185  -0.762
C  0.737  0.913  -1.524
C  -0.778  0.767  -1.430
C  -1.495  0.386  -0.419
N  -1.152  0.083  0.938
C  -1.275  -1.327  1.412
N  1.570  0.058  0.731
H  1.122  -1.175  -0.957
H  2.550  -0.217  -1.061
H  1.213  1.840  -1.195
H  1.055  0.677  -2.547
H  -1.235  1.407  -2.177
H  -2.561  0.549  -0.429
H  -1.775  0.585  1.550
H  -2.316  -1.608  1.549
H  -0.883  -1.989  0.663
H  -0.754  -1.364  2.362
H  0.575  0.362  0.981
H  2.134  0.882  0.879
H  1.751  -0.643  1.434

Model 3:
The ion C5H13N2 with charge +1. Source: the Open Molecules 2025 dataset; level of theory: ωB97M-V/def2-TZVPD.

Its orbital gap is 7.14 eV. The calculation puts the lowest unoccupied orbital energy at -3.763 eV. Its charge is +1.

Geometry (Å):
C  -2.231  -0.422  -0.612
C  -0.843  -0.725  0.045
C  -0.054  0.566  0.375
C  1.285  0.603  0.195
N  2.149  1.541  0.660
C  3.633  1.415  0.500
N  -3.132  -1.688  -0.788
H  -2.732  0.139  -0.019
H  -1.907  -0.006  -1.519
H  -1.001  -1.405  0.901
H  -0.241  -1.497  -0.507
H  -0.670  1.291  1.051
H  1.748  -0.041  -0.585
H  1.999  2.276  1.360
H  4.000  1.281  -0.552
H  3.998  2.355  0.864
H  3.992  0.552  1.066
H  -3.606  -2.029  0.165
H  -2.493  -2.398  -1.070
H  -3.893  -1.807  -1.531

Model 4:
A cluster of 2 separate species, C5H13N2 in total. Source: the Open Molecules 2025 dataset; level of theory: ωB97M-V/def2-TZVPD.

Its orbital gap is 9.77 eV. The calculation puts the lowest unoccupied orbital energy at -3.544 eV. Its charge is +1.

Geometry (Å):
N  1.205  -1.798  0.212
C  0.265  -2.316  -0.520
N  -0.945  -1.838  -0.680
H  1.037  -1.053  0.878
H  2.138  -2.193  0.186
H  0.472  -3.250  -1.033
H  -1.666  -2.416  -1.087
H  -1.211  -0.952  -0.271
C  -1.332  1.453  -0.452
C  -0.104  1.272  0.402
C  -0.222  0.910  1.685
C  1.210  1.464  -0.284
H  -1.373  2.481  -0.815
H  -2.244  1.228  0.098
H  -1.300  0.843  -1.361
H  0.666  0.923  2.311
H  -1.177  0.679  2.136
H  2.043  1.284  0.394
H  1.272  2.488  -0.658
H  1.268  0.790  -1.141

Here are the energies relative to the best structure, in kcal/mol: model 1 53.3; model 2 29.6; model 3 55.6; model 4 0.0.

Model 1:
The ion C5H13N2 with charge +1. Source: the Open Molecules 2025 dataset; level of theory: ωB97M-V/def2-TZVPD.

Its orbital gap is 10.44 eV. The calculation puts the lowest unoccupied orbital energy at -4.060 eV. Its charge is +1.

Geometry (Å):
C  -1.779  1.397  0.875
C  -1.823  0.062  0.007
C  -0.756  -0.965  0.177
C  0.538  -0.349  0.696
N  2.161  -1.120  -1.255
C  2.122  0.180  -1.031
N  1.281  0.651  -0.119
H  -0.872  1.850  0.790
H  -2.507  2.166  0.700
H  -1.891  1.267  1.874
H  -2.792  -0.452  0.106
H  -1.824  0.430  -0.992
H  -1.186  -1.941  0.684
H  -0.492  -1.504  -0.712
H  1.143  -1.180  1.152
H  0.191  0.157  1.608
H  2.191  -1.820  -0.595
H  2.579  -1.389  -2.101
H  2.506  0.881  -1.825
H  1.211  1.679  -0.039

Model 2:
The ion C5H13N2 with charge +1. Source: the Open Molecules 2025 dataset; level of theory: ωB97M-V/def2-TZVPD.

Its orbital gap is 10.49 eV. The calculation puts the lowest unoccupied orbital energy at -3.576 eV. Its charge is +1.

Geometry (Å):
C  1.003  -1.874  2.108
C  -0.018  -1.598  1.009
C  0.487  -1.031  -0.261
C  0.251  0.559  -0.353
N  -0.406  2.712  -1.927
C  -1.346  1.911  -1.474
N  -1.130  0.925  -0.631
H  0.530  -1.661  3.075
H  1.259  -2.941  2.226
H  1.968  -1.381  2.018
H  -0.451  -2.619  0.798
H  -0.911  -1.182  1.523
H  1.558  -0.988  -0.493
H  -0.060  -1.458  -1.079
H  1.021  0.942  -0.996
H  0.636  0.894  0.622
H  0.509  2.899  -1.547
H  -0.680  3.512  -2.484
H  -2.363  2.104  -1.758
H  -1.857  0.274  -0.375

Here are the energies relative to the best structure, in kcal/mol: model 1 17.1; model 2 0.0.